{"formula": "C13H14N4", "method": "the ωB97M-V functional and the def2-TZVPD basis", "elements": ["N", "C", "C", "C", "N", "C", "C", "C", "C", "C", "C", "C", "H", "H", "H", "H", "H", "H", "C", "N", "N", "C", "C", "H", "H", "H", "H", "H", "H", "H", "H"], "positions_angstrom": [[4.122, -1.145, 2.031], [3.053, -0.677, 1.970], [1.774, -0.073, 1.906], [1.802, 1.350, 1.872], [1.922, 2.518, 1.776], [0.634, -0.835, 2.143], [-0.689, -0.160, 2.083], [-0.953, 0.956, 1.280], [-2.205, 1.576, 1.353], [-3.230, 1.038, 2.134], [-2.992, -0.129, 2.872], [-1.729, -0.714, 2.859], [0.674, -1.624, 2.909], [-0.189, 1.348, 0.606], [-2.361, 2.477, 0.754], [-4.215, 1.496, 2.131], [-3.793, -0.602, 3.436], [-1.524, -1.607, 3.463], [3.078, -2.858, -0.252], [1.978, -2.211, -0.124], [1.086, -2.426, 0.918], [1.469, -3.580, 1.794], [-0.296, -2.581, 0.389], [3.720, -2.664, -1.135], [3.438, -3.642, 0.445], [0.689, -3.710, 2.541], [1.545, -4.499, 1.194], [2.434, -3.392, 2.276], [-0.894, -3.053, 1.173], [-0.703, -1.591, 0.128], [-0.262, -3.224, -0.508]], "mulliken_charge": [-0.6535, -0.2235, 0.6967, -0.4369, -0.5944, 0.6954, 0.4178, -0.2366, -0.8132, -0.3735, -0.6726, -0.2465, 0.3635, 0.5034, 0.3674, 0.3805, 0.3810, 0.3412, -0.2578, -0.9916, 0.9058, -1.5612, -0.9080, 0.2605, 0.2411, 0.4256, 0.4958, 0.4867, 0.3709, 0.3420, 0.2942], "e_above_lowest_kcal_mol": 74.2, "homo_lumo_gap_ev": 7.3061, "smiles": "N#CC(C#N)=Cc1ccccc1.C=NN(C)C", "e_tot_ev": -19664.0434, "e_lumo_ev": -0.67}

{"formula": "C13H15AlBN4O6", "method": "the ωB97M-V functional and the def2-TZVPD basis", "elements": ["N", "C", "O", "Al", "B", "N", "O", "H", "H", "H", "H", "H", "C", "C", "C", "C", "C", "C", "N", "O", "O", "H", "H", "H", "H", "H", "C", "C", "C", "C", "C", "C", "N", "O", "O", "H", "H", "H", "H", "H"], "positions_angstrom": [[7.191, -2.630, 5.700], [6.775, -1.877, 4.918], [6.202, -1.127, 4.094], [4.827, -2.033, 3.128], [2.973, -1.609, 4.085], [1.849, -2.543, 3.899], [2.747, -0.510, 4.918], [5.168, -3.608, 3.260], [4.838, -1.615, 1.602], [2.142, -3.348, 3.359], [1.575, -2.871, 4.826], [2.003, -0.715, 5.506], [0.921, 2.623, -0.722], [0.035, 1.586, -0.466], [0.512, 0.296, -0.288], [1.871, 0.065, -0.367], [2.768, 1.085, -0.626], [2.286, 2.372, -0.805], [2.383, -1.298, -0.158], [1.566, -2.181, 0.056], [3.581, -1.456, -0.201], [0.548, 3.630, -0.856], [-1.013, 1.789, -0.396], [-0.174, -0.514, -0.088], [3.828, 0.886, -0.685], [2.976, 3.181, -1.006], [-6.610, 0.374, -3.957], [-6.567, 1.579, -3.268], [-5.415, 1.954, -2.596], [-4.319, 1.113, -2.628], [-4.346, -0.094, -3.303], [-5.502, -0.462, -3.971], [-3.085, 1.515, -1.935], [-3.097, 2.572, -1.333], [-2.131, 0.768, -2.009], [-7.510, 0.087, -4.486], [-7.432, 2.229, -3.257], [-5.379, 2.890, -2.059], [-3.481, -0.741, -3.314], [-5.538, -1.402, -4.505]], "mulliken_charge": [-0.6314, 0.6952, -0.5709, 0.1576, 0.2743, -0.6387, -0.5639, -0.2768, -0.0938, 0.2198, 0.1832, 0.2473, -0.6089, -0.1987, -0.4950, 0.0662, -0.3854, -0.3692, 1.0506, -0.6319, -0.5308, 0.3886, 0.4143, 0.4651, 0.4603, 0.3743, -0.4279, -0.4279, -0.2806, 0.0514, -0.2918, -0.4697, 1.0531, -0.6205, -0.5757, 0.3713, 0.3627, 0.4387, 0.4522, 0.3635], "homo_lumo_gap_ev": 4.8717, "e_tot_ev": -39240.9698, "total_charge": -1, "e_lumo_ev": 0.54}

{"formula": "C13H15AsCl5N2O3RbS", "method": "the ωB97M-V functional and the def2-TZVPD basis", "elements": ["Rb", "N", "C", "C", "O", "N", "C", "C", "O", "O", "H", "H", "H", "H", "H", "H", "Cl", "C", "C", "C", "Cl", "C", "Cl", "C", "Cl", "C", "Cl", "C", "As", "C", "C", "S", "H", "H", "H", "H", "H", "H", "H", "H", "H"], "positions_angstrom": [[1.119, -0.915, -0.527], [1.269, -3.871, -2.131], [0.706, -4.259, -0.830], [1.469, -3.543, 0.299], [2.695, -3.301, 0.058], [0.734, -3.196, 1.323], [1.428, -2.576, 2.452], [0.965, -1.146, 2.825], [0.779, -0.881, 4.030], [0.857, -0.320, 1.867], [1.175, -4.615, -2.808], [2.261, -3.724, -1.948], [0.802, -5.339, -0.642], [-0.351, -3.998, -0.763], [2.511, -2.511, 2.281], [1.268, -3.184, 3.347], [-2.226, -1.411, -0.523], [-2.444, -0.219, -1.842], [-1.325, 0.340, -2.406], [-1.570, 1.256, -3.390], [-0.177, 2.078, -4.184], [-2.839, 1.619, -3.834], [-3.092, 2.785, -5.106], [-3.943, 1.019, -3.233], [-5.551, 1.431, -3.745], [-3.749, 0.085, -2.215], [-5.131, -0.653, -1.458], [1.355, 4.272, 1.206], [1.334, 2.340, 1.442], [-0.398, 2.008, 0.647], [1.260, 2.227, 3.356], [3.093, 1.675, 0.440], [0.501, 4.729, 1.709], [1.323, 4.485, 0.139], [2.292, 4.643, 1.618], [-1.078, 2.716, 1.126], [-0.773, 0.997, 0.766], [-0.303, 2.252, -0.412], [0.441, 2.874, 3.683], [2.210, 2.635, 3.705], [1.104, 1.197, 3.679]], "mulliken_charge": [0.9265, -0.4824, -0.1882, 0.1144, -0.8006, -0.4941, -0.3805, 0.3036, -0.8494, -0.5831, 0.1836, 0.2336, 0.2654, 0.1437, 0.2005, 0.2683, -0.2171, 1.3058, -1.3360, 0.5119, -0.2751, -0.4165, -0.2227, 0.5633, -0.2356, -0.4461, -0.2149, -1.2503, 0.8047, -0.7781, -0.8844, -0.5918, 0.3776, 0.3327, 0.3415, 0.4421, 0.1929, 0.2507, 0.3299, 0.2764, 0.2778], "e_above_lowest_kcal_mol": 7.2, "homo_lumo_gap_ev": 6.0852, "e_tot_ev": -157790.6224, "total_charge": -2, "e_lumo_ev": 4.07}

{"formula": "C13H15BrF16NO2", "method": "the ωB97M-V functional and the def2-TZVPD basis", "elements": ["C", "N", "C", "C", "Br", "H", "H", "H", "H", "H", "H", "H", "C", "C", "C", "F", "F", "F", "F", "O", "C", "C", "F", "F", "F", "F", "H", "H", "H", "H", "C", "C", "C", "F", "F", "F", "F", "O", "C", "C", "F", "F", "F", "F", "H", "H", "H", "H"], "positions_angstrom": [[0.131, -3.251, 1.847], [1.541, -3.635, 1.979], [1.782, -5.081, 1.722], [1.725, -6.034, 2.964], [-0.171, -6.542, 3.402], [-0.143, -2.986, 0.796], [-0.041, -2.327, 2.465], [-0.596, -4.012, 2.212], [1.956, -3.313, 2.843], [1.115, -5.405, 0.882], [2.831, -5.154, 1.320], [2.100, -5.406, 3.828], [1.142, -0.049, -1.158], [1.772, -1.446, -1.381], [2.909, -1.875, -0.443], [3.989, -1.067, -0.525], [3.338, -3.114, -0.777], [2.154, -1.547, -2.680], [0.767, -2.343, -1.214], [1.585, 1.041, -1.998], [2.727, 1.784, -1.674], [3.837, 1.636, -2.720], [4.215, 0.359, -2.883], [4.936, 2.330, -2.337], [3.131, 1.502, -0.430], [2.337, 3.079, -1.652], [0.094, -0.161, -1.432], [1.126, 0.234, -0.106], [2.573, -1.910, 0.597], [3.504, 2.014, -3.689], [-3.879, 4.080, -0.578], [-4.066, 4.037, 0.959], [-2.808, 4.066, 1.837], [-1.996, 3.020, 1.638], [-3.163, 4.031, 3.145], [-4.843, 2.979, 1.272], [-4.788, 5.148, 1.285], [-3.940, 2.851, -1.323], [-2.798, 2.049, -1.474], [-2.953, 0.677, -0.808], [-3.211, 0.779, 0.505], [-1.806, -0.029, -0.934], [-1.708, 2.714, -1.069], [-2.646, 1.863, -2.799], [-4.741, 4.636, -0.951], [-3.015, 4.679, -0.868], [-2.240, 4.985, 1.669], [-3.766, 0.112, -1.267]], "mulliken_charge": [-0.7395, -0.2177, -0.8632, -0.4889, -0.4190, 0.1483, 0.2748, 0.2712, 0.3167, 0.3453, 0.3208, 0.0922, -0.5121, 0.9429, 0.2154, -0.2613, -0.2943, -0.3097, -0.2751, -0.4488, 0.8115, 0.2077, -0.2063, -0.2732, -0.2919, -0.3011, 0.1600, 0.4082, 0.2547, 0.2100, -0.6959, 0.8990, 0.0862, -0.1801, -0.2752, -0.2716, -0.3298, -0.4131, 0.8179, 0.1544, -0.2260, -0.2417, -0.2688, -0.3102, 0.3897, 0.3283, 0.2565, 0.2027], "homo_lumo_gap_ev": 3.5824, "e_tot_ev": -132830.2290, "total_charge": -1, "e_lumo_ev": 1.78}

{"formula": "C13H15BrHgN3O8S", "method": "the ωB97M-V functional and the def2-TZVPD basis", "elements": ["Hg", "O", "C", "C", "C", "N", "C", "Br", "C", "H", "H", "H", "H", "C", "C", "C", "C", "C", "C", "O", "N", "C", "O", "N", "C", "O", "H", "H", "H", "H", "H", "H", "H", "H", "H", "H", "H", "O", "S", "O", "O", "O"], "positions_angstrom": [[8.180, 4.977, 9.856], [8.740, 7.619, 6.981], [8.963, 8.801, 6.627], [8.131, 9.538, 5.821], [8.344, 10.907, 5.621], [9.379, 11.548, 6.146], [10.217, 10.884, 6.855], [9.669, 3.053, 10.546], [10.116, 9.555, 7.104], [7.789, 6.876, 6.529], [7.262, 9.148, 5.283], [7.490, 11.481, 5.261], [10.648, 9.031, 7.874], [5.521, 8.701, 8.233], [6.390, 9.569, 9.145], [6.631, 9.104, 10.600], [7.321, 10.244, 11.412], [7.733, 10.051, 12.809], [5.288, 8.852, 11.227], [4.453, 9.675, 11.440], [5.193, 7.541, 11.679], [5.902, 6.414, 11.287], [5.528, 5.322, 11.753], [7.023, 6.626, 10.599], [7.517, 7.892, 10.579], [8.709, 8.072, 10.319], [5.719, 9.029, 7.095], [4.449, 8.865, 8.595], [5.689, 7.631, 8.372], [6.079, 10.544, 8.994], [7.436, 9.546, 8.654], [6.631, 11.144, 11.383], [8.153, 10.650, 10.876], [6.887, 9.971, 13.417], [8.379, 10.880, 13.120], [8.223, 9.079, 12.836], [4.337, 7.355, 12.158], [5.844, 5.207, 8.017], [6.790, 5.048, 6.865], [6.874, 6.353, 6.120], [6.605, 4.045, 5.907], [8.112, 4.910, 7.581]], "lowdin_spin": [0.0000, 0.0072, 0.0193, -0.0083, 0.0366, 0.2066, 0.6292, 0.0000, 0.0997, 0.0011, 0.0017, -0.0003, 0.0052, -0.0001, 0.0000, 0.0000, 0.0000, 0.0000, 0.0000, 0.0000, 0.0000, 0.0000, 0.0000, 0.0000, 0.0000, 0.0000, 0.0000, 0.0000, 0.0000, 0.0000, 0.0000, 0.0000, 0.0001, 0.0000, 0.0000, 0.0000, 0.0000, 0.0000, 0.0002, 0.0018, 0.0002, 0.0000], "e_above_lowest_kcal_mol": 3.0, "homo_lumo_gap_ev": [7.5433, 7.6267], "e_tot_ev": -119629.7139, "total_charge": -2, "spin_multiplicity": 2, "e_lumo_ev": [4.74, 4.74]}

{"formula": "C13H15CdCl3N5O4", "method": "the ωB97M-V functional and the def2-TZVPD basis", "elements": ["Cd", "C", "O", "C", "O", "N", "N", "H", "H", "H", "H", "H", "H", "Cl", "C", "C", "C", "Cl", "C", "O", "C", "Cl", "C", "H", "H", "C", "N", "C", "C", "C", "N", "C", "O", "N", "H", "H", "H", "H", "H", "H", "H"], "positions_angstrom": [[0.613, 0.689, -0.506], [-2.901, 0.496, 2.986], [-1.605, 1.063, 3.074], [-0.939, 1.172, 1.956], [-1.253, 0.809, 0.835], [0.171, 1.925, 2.273], [1.191, 2.065, 1.368], [-3.198, 0.522, 4.131], [-3.014, -0.501, 2.606], [-3.543, 1.150, 2.389], [0.420, 2.012, 3.289], [2.007, 1.645, 1.701], [1.358, 2.972, 1.017], [2.572, -1.488, 6.061], [2.160, -1.330, 4.392], [3.096, -0.831, 3.469], [2.709, -0.835, 2.151], [3.859, -0.099, 0.959], [1.472, -1.255, 1.618], [1.155, -1.199, 0.346], [0.597, -1.812, 2.569], [-0.888, -2.407, 1.908], [0.928, -1.846, 3.945], [4.022, -0.507, 3.785], [0.299, -2.281, 4.684], [1.085, 1.059, -5.299], [-0.011, 0.496, -4.550], [-1.055, -0.154, -5.102], [-1.911, -0.769, -4.316], [-1.764, -0.631, -2.894], [-0.732, 0.091, -2.314], [0.118, 0.671, -3.166], [1.084, 1.248, -2.652], [-2.687, -1.094, -2.022], [0.716, 1.308, -6.294], [1.883, 0.325, -5.435], [1.467, 1.977, -4.877], [-1.076, -0.210, -6.242], [-2.752, -1.371, -4.573], [-3.255, -1.944, -2.194], [-2.395, -1.132, -1.078]], "mulliken_charge": [1.0720, -0.6681, -0.3194, 0.7408, -0.6853, 0.0506, -0.6098, 0.2287, 0.2848, 0.3232, 0.2999, 0.2301, 0.2653, -0.2052, 0.3696, -0.8578, 0.3044, -0.1579, 0.1353, -1.2098, 0.7657, -0.1718, -0.7993, 0.5841, 0.4909, -1.0533, 0.1162, 0.0215, -0.9107, 0.6469, -0.3970, 0.9841, -0.7462, -0.3739, 0.3774, 0.3294, 0.3278, 0.3179, 0.3937, 0.3213, 0.1838], "e_above_lowest_kcal_mol": 23.0, "homo_lumo_gap_ev": 7.2595, "e_tot_ev": -71491.9222, "total_charge": 1, "e_lumo_ev": -3.14}